Below is 2 unconnected molecules or ions with the total composition C5H12NO at a distorted geometry, with properties calculated with ωB97M-V with the def2-TZVPD basis set.

```
19
Properties=species:S:1:pos:R:3:forces:R:3:nbo_charge:R:1
C -0.2923 -0.5617 2.9880 0.08 -0.13 0.89 -0.62
C -0.1391 -1.0829 1.5647 -0.59 -0.51 -0.75 -0.47
C -0.8077 -0.1654 0.5929 0.19 0.74 -0.55 -0.04
C -0.3490 0.1572 -0.6305 0.00 -0.53 1.28 -0.12
N -0.7661 1.3630 -1.2218 -0.32 -0.20 -0.72 -0.38
C -0.5353 1.6935 -2.4427 -0.52 -1.06 0.69 0.09
H 0.6219 -0.4188 3.5613 0.38 0.11 -0.54 0.24
H -0.8220 -1.2670 3.6135 -0.45 -0.18 -0.05 0.23
H -0.8276 0.3784 3.0340 -0.14 0.19 -0.04 0.21
H -0.6528 -2.0422 1.4497 0.15 -0.18 0.27 0.25
H 0.8935 -1.2363 1.2631 0.06 0.01 0.03 0.23
H -1.7418 0.3061 0.9030 0.36 0.39 0.41 0.21
H 0.2860 -0.5108 -1.1932 0.59 0.62 -0.09 0.25
H -1.2437 1.9973 -0.5849 -0.37 -0.01 -0.23 0.44
H 0.0821 0.9693 -2.9547 0.03 0.29 -0.51 0.23
H -1.1063 2.4799 -2.9084 0.53 0.54 0.05 0.24
H 2.8171 -1.0190 -1.7468 0.10 0.40 0.22 0.48
H 2.2029 -0.7458 -3.0660 0.13 0.45 0.12 0.47
O 2.3802 -0.2949 -2.2212 -0.22 -0.92 -0.48 -0.95
```
Forces are in eV/Å.

## Properties
Net charge: +1
Lowest unoccupied orbital energy in Ha: -0.1898
2S+1: 1
Gap between HOMO and LUMO in eV: 8.617

---

Below is 2 unconnected molecules or ions with the total composition C5H12NO at a distorted geometry, with properties calculated with ωB97M-V with the def2-TZVPD basis set.

```
19
Properties=species:S:1:pos:R:3:forces:R:3:nbo_charge:R:1
C 1.8008 1.1484 0.3351 -1.60 -3.83 -0.24 0.06
C 0.7678 -0.8123 -0.0750 2.25 4.22 1.16 0.22
C 1.3481 2.3461 -0.3089 -0.16 0.52 -0.53 -0.79
C 0.7286 -1.6725 1.1074 0.04 -0.60 -0.12 -0.77
C -1.8320 -0.7520 -0.1195 -0.53 -0.26 0.56 0.10
N -0.4929 -0.4523 -0.7177 -0.40 0.28 -0.86 -0.62
O -2.7268 -0.2818 -1.0747 0.32 0.10 -0.17 -0.71
H 2.8495 0.9874 0.5305 0.12 -0.33 0.05 0.18
H 0.2678 2.3960 -0.4770 0.03 0.16 0.02 0.21
H 1.6325 3.1632 0.3712 -0.19 0.02 0.01 0.29
H 1.8817 2.5749 -1.2414 -0.09 -0.09 -0.04 0.26
H -0.0917 -1.4763 1.8036 0.04 0.10 0.01 0.23
H 1.6769 -1.6071 1.6338 -0.03 0.00 0.03 0.27
H 0.6257 -2.7062 0.7584 -0.04 -0.17 0.15 0.25
H -1.9174 -1.8366 0.0440 0.20 0.28 -0.04 0.20
H -1.9214 -0.2180 0.8380 0.21 -0.12 -0.22 0.19
H -0.4656 0.5640 -0.9116 -0.06 -0.36 0.01 0.45
H -0.4914 -0.8867 -1.6554 -0.09 0.14 0.15 0.45
H -3.6402 -0.4782 -0.8407 -0.02 -0.05 0.08 0.51
```
Forces are in eV/Å.

## Properties
Net charge: +1
Lowest unoccupied orbital energy (alpha / beta) in Ha: -0.1772 / -0.1493
2S+1: 1
Gap between HOMO and LUMO (alpha / beta) in eV: 7.752 / 8.909

---

Below is a gas-phase ion, C5H12NO (charge +1) at a distorted geometry, with properties calculated with ωB97M-V with the def2-TZVPD basis set.

```
19
Properties=species:S:1:pos:R:3:forces:R:3:nbo_charge:R:1
C -2.1156 0.6205 1.0032 1.17 0.47 -0.84 -0.08
O -0.9886 1.4744 1.3157 0.28 -0.81 -0.39 -0.76
C -1.8188 -0.1236 -0.2829 0.31 -0.12 -0.50 -0.41
C -0.6035 -1.1165 -0.2748 -1.95 0.51 0.25 -0.46
C 0.6624 -0.3914 -0.0836 1.02 -0.81 -0.67 -0.09
C 1.7211 -0.6149 -0.8561 0.05 1.79 -0.11 -0.12
N 2.9817 0.1706 -0.5426 -0.15 -0.64 0.02 -0.69
H -2.2391 -0.1479 1.7698 -0.56 0.47 0.33 0.18
H -2.9173 1.3282 0.7952 -0.67 -0.65 0.48 0.20
H -1.2377 2.0363 2.0377 -0.17 0.45 0.57 0.48
H -2.7420 -0.6220 -0.5896 0.16 -0.38 0.22 0.24
H -1.6439 0.5633 -1.1166 0.08 0.28 0.21 0.21
H -0.6900 -1.8432 0.5403 -0.12 0.09 0.07 0.24
H -0.7107 -1.6775 -1.1982 0.63 -0.11 -0.17 0.24
H 0.7071 0.2987 0.7488 0.08 -0.10 0.24 0.25
H 1.7616 -0.9637 -1.8724 -0.16 -0.72 0.08 0.23
H 3.0490 0.2193 0.4778 0.34 0.18 -0.19 0.45
H 3.0302 1.1067 -0.9438 -0.36 0.21 0.05 0.44
H 3.7942 -0.3172 -0.9279 0.02 -0.12 0.37 0.44
```
Forces are in eV/Å.

## Properties
Net charge: +1
Lowest unoccupied orbital energy in Ha: -0.1294
2S+1: 1
Gap between HOMO and LUMO in eV: 10.281

---

For the records above, the corresponding energy above the lowest of the compared OMol25 structures with the same formula, charge and spin values read 40.2, 151.0, 26.5 kcal/mol.
For the records above, the corresponding electronic energy values read -327.3956, -327.2189, -327.4174 a.u..